(1)
{
  "formula": "C4H11NO",
  "method": "the ωB97M-V functional and the def2-TZVPD basis",
  "homo_energy_ha": -0.32223,
  "lumo_ev": 1.0,
  "fmax_ev_per_a": 0.8,
  "relative_energy_kcal_mol": 21.6,
  "species": ["H", "H", "H", "N", "H", "H", "H", "H", "H", "H", "H", "C", "O", "C", "C", "C", "H"],
  "positions_angstrom": [[2.118705, -0.403382, -1.053424], [1.244868, -1.634410, 1.116578], [0.562273, 1.803533, -1.329789], [-0.122447, -0.002717, 1.379714], [-1.957212, -1.026711, -0.849210], [-1.286021, 0.915687, -0.101604], [1.987091, -0.036401, 1.489933], [0.391365, -0.735209, -0.985446], [-0.178631, 0.187346, 2.367100], [-0.634335, 2.100943, 1.020484], [-1.709566, -2.139416, -1.872173], [1.179878, -0.561891, 0.963505], [-2.249276, -1.361807, -1.706263], [1.194188, -0.176723, -0.511794], [-0.416607, 1.164515, 0.524052], [0.804126, 1.290439, -0.397553], [1.589747, 1.848952, 0.113084]],
  "atomic_forces_ev_per_a": [[-0.04, 0.19, 0.27], [-0.06, -0.10, 0.21], [0.04, -0.14, 0.00], [-0.09, -0.19, 0.07], [-0.01, -0.13, -0.03], [0.01, 0.27, 0.12], [0.24, -0.36, -0.06], [-0.12, -0.03, -0.29], [0.06, 0.10, 0.03], [-0.04, 0.04, 0.52], [0.02, -0.03, 0.05], [-0.23, 0.58, -0.09], [0.00, 0.13, 0.06], [0.50, -0.04, 0.08], [0.02, -0.32, -0.77], [-0.42, 0.01, -0.08], [0.13, 0.02, -0.07]]
}

=====

(2)
{
  "formula": "C4H11NO",
  "method": "the ωB97M-V functional and the def2-TZVPD basis",
  "homo_energy_ha": -0.36297,
  "lumo_ev": 0.9,
  "fmax_ev_per_a": 0.6,
  "relative_energy_kcal_mol": 11.7,
  "species": ["C", "H", "H", "C", "N", "H", "H", "O", "H", "H", "C", "H", "H", "H", "H", "H", "C"],
  "positions_angstrom": [[1.358684, 1.818587, -1.484450], [0.741729, 1.256325, -2.179616], [0.975552, 0.530844, 0.219627], [-1.068183, -1.617500, -0.433542], [-0.752157, -1.930674, 0.948343], [-0.861500, -1.528152, 2.959493], [2.415771, 1.558413, -1.620597], [-1.640998, -0.038732, 1.831328], [1.283793, 2.873765, -1.747092], [1.555580, 2.116124, 0.666613], [-1.103577, -1.116001, 1.968754], [-0.122813, 1.876463, 0.104170], [-0.401942, -2.179398, -1.082460], [-0.919910, -0.557460, -0.616679], [-0.278206, -2.787197, 1.172512], [-2.101851, -1.865045, -0.664543], [0.920026, 1.589638, -0.041859]],
  "atomic_forces_ev_per_a": [[0.39, 0.29, 0.29], [0.04, -0.11, -0.13], [0.06, -0.02, 0.00], [0.14, -0.03, 0.10], [0.06, 0.03, 0.05], [0.12, -0.05, 0.04], [-0.25, -0.16, -0.08], [-0.08, 0.00, -0.02], [-0.12, 0.04, -0.05], [-0.07, 0.17, 0.03], [-0.08, 0.11, -0.09], [0.11, 0.12, 0.12], [-0.02, -0.05, -0.05], [-0.01, 0.06, 0.05], [-0.06, -0.04, -0.03], [-0.09, -0.03, -0.07], [-0.13, -0.35, -0.15]]
}

=====

(3)
{
  "formula": "C4H11NO",
  "method": "the ωB97M-V functional and the def2-TZVPD basis",
  "homo_energy_ha": -0.30274,
  "lumo_ev": 1.0,
  "fmax_ev_per_a": 2.4,
  "relative_energy_kcal_mol": 29.8,
  "species": ["C", "H", "C", "N", "H", "H", "C", "H", "O", "H", "H", "H", "C", "H", "H", "H", "H"],
  "positions_angstrom": [[0.869314, -0.859611, -0.618535], [2.647357, -1.085264, -1.776971], [-0.074983, 0.384265, 1.352721], [-0.812323, 1.476578, 1.863123], [-2.726450, -1.273422, -0.736337], [1.541271, 0.196962, -2.417379], [1.968623, -0.270056, -1.530973], [2.493718, 0.524234, -1.001672], [-3.409698, -0.934130, -0.151531], [-0.671502, 1.625386, 2.844162], [0.277830, -1.583287, -1.177522], [0.389466, -0.256422, 2.084815], [0.086920, 0.277646, 0.029726], [-0.845166, 2.324123, 1.324835], [1.310575, -1.399078, 0.226079], [-2.952831, -0.239476, 0.352344], [-0.092116, 1.091545, -0.666880]],
  "atomic_forces_ev_per_a": [[0.35, 1.00, 0.72], [0.22, 0.28, -0.39], [-0.60, 1.91, -1.28], [0.21, -0.90, 0.76], [0.04, -0.03, -0.02], [0.00, -0.24, -0.18], [-0.41, -0.46, 0.65], [0.22, -0.14, 0.08], [0.21, 0.38, 0.23], [-0.03, 0.32, 0.15], [-0.29, 0.11, -0.05], [-0.32, -0.43, -0.01], [1.02, -1.36, -0.37], [0.11, -0.02, -0.14], [0.20, -0.24, -0.29], [-0.16, -0.31, -0.16], [-0.74, 0.15, 0.29]]
}

=====

(4)
{
  "formula": "C4H11NO",
  "method": "the ωB97M-V functional and the def2-TZVPD basis",
  "homo_energy_ha": -0.33683,
  "lumo_ev": 0.8,
  "fmax_ev_per_a": 0.9,
  "relative_energy_kcal_mol": 22.4,
  "species": ["H", "H", "H", "H", "H", "H", "H", "H", "C", "H", "O", "C", "H", "N", "C", "C", "H"],
  "positions_angstrom": [[0.606706, -1.877549, 0.490758], [0.978773, 2.068392, 0.944861], [0.907194, -1.431343, 2.169766], [-0.998002, -0.489262, -2.331858], [0.707576, -0.393814, -1.871140], [-0.145494, 0.556560, 1.768931], [-1.597809, -0.502780, 0.124893], [-0.389880, -1.718540, -1.307357], [0.323824, 0.201523, 0.840257], [2.119026, -1.118343, 0.935715], [1.247116, 1.248088, 0.511893], [-0.758572, 0.088332, -0.252544], [-0.821924, 1.848590, -1.281826], [-1.388762, 1.371605, -0.589806], [1.050365, -1.127702, 1.133196], [-0.286823, -0.657323, -1.520120], [-1.553313, 1.933567, 0.234386]],
  "atomic_forces_ev_per_a": [[0.08, -0.42, 0.09], [-0.01, -0.36, -0.21], [0.01, 0.02, -0.02], [0.03, 0.25, 0.05], [0.13, -0.02, 0.17], [-0.33, -0.38, -0.12], [0.24, -0.27, 0.39], [0.51, -0.14, -0.18], [0.12, 0.58, 0.53], [0.02, 0.35, -0.12], [0.48, -0.09, -0.22], [-0.43, 0.00, -0.31], [-0.04, 0.35, 0.38], [0.33, -0.53, -0.45], [-0.49, 0.26, -0.13], [-0.80, 0.20, 0.28], [0.14, 0.20, -0.13]]
}

=====

(5)
{
  "formula": "C4H11NO",
  "method": "the ωB97M-V functional and the def2-TZVPD basis",
  "homo_energy_ha": -0.33299,
  "lumo_ev": 1.0,
  "fmax_ev_per_a": 4.7,
  "relative_energy_kcal_mol": 58.2,
  "species": ["H", "H", "H", "C", "H", "N", "C", "H", "O", "C", "C", "H", "H", "H", "H", "H", "H"],
  "positions_angstrom": [[0.588211, 0.470700, -1.604437], [-0.931344, 1.303101, 1.022738], [1.164544, 2.598655, -0.698749], [-0.084084, 0.258933, -0.731094], [1.395296, -1.303187, -0.404163], [0.683431, 2.420368, 0.205233], [0.757498, -0.628135, 1.529896], [-0.450848, -2.376136, -0.360358], [-1.248139, -2.605636, -0.840549], [0.649506, -0.615689, 0.157193], [-0.543677, 1.504932, -0.052982], [0.172456, 0.009865, 2.220241], [0.425244, 3.226777, 0.674136], [-0.760459, -0.328924, -1.337845], [1.256855, -1.347623, 2.125607], [-1.403087, 1.917854, -0.609545], [-0.931228, -3.388819, -1.157936]],
  "atomic_forces_ev_per_a": [[0.03, 0.56, 0.81], [0.43, 0.07, -1.93], [-0.63, 0.20, 1.07], [0.90, 0.46, -1.45], [-1.33, 0.75, 1.07], [-0.72, -3.27, -2.54], [-1.82, 0.82, -1.87], [0.00, 0.90, 0.73], [-0.75, 2.52, 1.15], [3.32, -2.22, 2.57], [0.03, 1.38, 2.03], [0.22, -0.01, -0.92], [-0.54, 1.94, 0.72], [-1.18, -0.01, 0.56], [0.98, -0.80, -0.22], [0.53, 0.45, 0.14], [0.53, -3.74, -1.90]]
}

=====

(6)
{
  "formula": "C4H11NO",
  "method": "the ωB97M-V functional and the def2-TZVPD basis",
  "homo_energy_ha": -0.33489,
  "lumo_ev": 1.0,
  "fmax_ev_per_a": 0.6,
  "relative_energy_kcal_mol": 21.4,
  "species": ["H", "H", "C", "C", "N", "C", "O", "H", "H", "H", "H", "H", "H", "H", "C", "H", "H"],
  "positions_angstrom": [[1.716475, 1.102780, 1.072662], [0.899593, 2.608461, 0.606778], [-0.342791, -1.639718, 0.048504], [1.079957, 1.571787, 0.324707], [-0.075651, -0.406830, -0.602505], [-0.244115, 0.838556, 0.127298], [0.817600, -2.206545, 0.654758], [-0.803459, 2.262771, -1.417330], [1.647473, 1.586843, -0.605378], [-1.665662, 2.521456, 0.090635], [-0.689733, -2.382436, -0.673897], [-0.356467, -0.378768, -1.569326], [-0.632777, 0.580662, 1.108627], [-2.109410, 1.189538, -0.938518], [-1.252326, 1.753505, -0.558937], [-1.100889, -1.525686, 0.829464], [1.478417, -1.507966, 0.684855]],
  "atomic_forces_ev_per_a": [[-0.04, -0.07, 0.12], [0.05, 0.04, 0.20], [0.07, -0.33, -0.05], [0.10, 0.13, -0.17], [0.18, -0.07, -0.19], [-0.08, 0.26, -0.08], [0.07, 0.01, 0.16], [0.06, -0.04, 0.02], [-0.07, -0.01, -0.13], [0.21, 0.08, 0.20], [-0.09, 0.13, -0.01], [0.02, 0.07, 0.06], [-0.14, -0.11, 0.24], [0.08, -0.07, 0.09], [-0.36, -0.02, -0.47], [-0.09, 0.02, 0.08], [0.03, -0.02, -0.07]]
}